[1]
{
  "formula": "C32H43N2O7SSeSi2W",
  "method": "wB97M-V/def2-TZVPD",
  "charge": 1,
  "homo_ev": -11.18,
  "e_above_lowest_kj_mol": 0.0,
  "lumo_energy_ev": -4.874,
  "elements": ["W", "O", "C", "O", "C", "C", "C", "C", "C", "N", "C", "O", "O", "H", "H", "H", "C", "Si", "C", "C", "C", "Si", "C", "C", "C", "H", "H", "H", "H", "H", "H", "H", "H", "H", "H", "H", "H", "H", "H", "H", "H", "H", "H", "H", "O", "C", "O", "C", "C", "C", "C", "S", "C", "C", "H", "H", "H", "H", "H", "C", "C", "C", "C", "C", "C", "Se", "C", "C", "C", "H", "H", "H", "H", "H", "H", "H", "H", "H", "H", "H", "C", "C", "N", "O", "H", "H", "H", "H", "H"],
  "positions_angstrom": [[2.253096, -0.884557, -0.619370], [-0.583669, -2.948838, -2.635633], [-0.039635, -2.154815, -1.933763], [1.307393, -2.129428, -1.735385], [-0.610483, -1.054640, -1.138868], [-1.900042, -0.948540, -0.795118], [-2.305120, 0.080860, 0.140317], [-1.404047, 0.958037, 0.591498], [0.025346, 0.971042, 0.141170], [0.395131, -0.223603, -0.649409], [0.961222, 0.784307, 1.347070], [0.745996, 1.016555, 2.489076], [2.142826, 0.270930, 0.894247], [-2.598989, -1.670041, -1.196920], [-3.333023, 0.124921, 0.472335], [-1.666681, 1.726164, 1.306251], [-1.415316, 1.424259, -3.063853], [-0.825736, 2.842622, -1.987349], [0.098082, 4.025590, -3.127576], [-2.335270, 3.709124, -1.297877], [0.383498, 2.303944, -0.595023], [0.838707, 3.780937, 0.574126], [2.537846, 3.470121, 1.309263], [-0.444402, 4.032464, 1.911340], [0.986871, 5.384669, -0.377202], [-1.834722, 1.866865, -3.972568], [-2.208328, 0.835114, -2.606924], [-0.615545, 0.745855, -3.369183], [-0.169698, 3.801366, -4.161995], [1.182409, 3.944475, -3.043320], [-0.166974, 5.064940, -2.939089], [-2.964256, 4.040934, -2.128022], [-2.078149, 4.593138, -0.713099], [-2.942437, 3.053270, -0.672234], [1.326425, 2.101694, -1.125957], [2.568300, 2.690730, 2.069209], [2.883144, 4.394491, 1.778847], [3.257344, 3.215516, 0.525888], [-0.489601, 3.206186, 2.619888], [-1.440483, 4.198235, 1.495679], [-0.178611, 4.930789, 2.474291], [1.730979, 5.347456, -1.172972], [1.317628, 6.139830, 0.341132], [0.046327, 5.734025, -0.800996], [-0.805956, 1.917026, -7.540257], [-0.305174, 0.690930, -7.286997], [-0.582721, -0.235701, -7.988359], [0.592931, 0.551441, -6.087851], [1.253953, 1.620599, -5.496787], [2.053965, 1.418424, -4.383273], [2.198201, 0.137980, -3.863669], [3.342005, -0.049465, -2.507686], [1.582871, -0.947134, -4.480324], [0.774499, -0.732135, -5.582509], [-0.575451, 2.541683, -6.843741], [1.186672, 2.622565, -5.904625], [2.581134, 2.247309, -3.931269], [1.735865, -1.950688, -4.111706], [0.281204, -1.558856, -6.075278], [-2.308917, -6.282261, -0.320634], [-1.058165, -5.483243, -0.092117], [-1.002714, -4.499091, 0.884542], [0.148276, -3.750699, 1.116577], [0.128844, -2.695707, 2.189640], [1.267862, -4.019560, 0.324890], [2.862148, -2.976985, 0.566932], [1.253013, -5.008284, -0.665688], [2.441915, -5.279644, -1.544082], [0.080832, -5.724019, -0.852441], [-3.166342, -5.829202, 0.174305], [-2.193398, -7.294795, 0.070404], [-2.528094, -6.364893, -1.385106], [-1.879890, -4.305759, 1.492049], [-0.763970, -2.799974, 2.803525], [0.109633, -1.685705, 1.769466], [1.001691, -2.752843, 2.839959], [2.672079, -4.404277, -2.157720], [2.240223, -6.116296, -2.209674], [3.330104, -5.518789, -0.956084], [0.052035, -6.483253, -1.625674], [6.579332, -0.112322, 0.293579], [5.465577, -0.946961, -0.239086], [5.736280, -2.044237, -0.915499], [4.284858, -0.564136, -0.018482], [7.556257, -0.555224, 0.118917], [6.420741, 0.033897, 1.361131], [6.528726, 0.866972, -0.182977], [6.688050, -2.332764, -1.067781], [4.988359, -2.630720, -1.260260]],
  "atomic_forces_ev_per_a": [[-0.07, -0.01, 0.14], [-0.03, 0.02, 0.00], [-0.03, 0.07, 0.04], [0.09, -0.02, -0.12], [0.03, -0.02, -0.08], [0.00, 0.03, 0.11], [0.10, 0.03, -0.02], [-0.05, -0.10, -0.02], [0.00, -0.01, 0.01], [-0.11, -0.21, 0.03], [-0.01, 0.00, -0.03], [0.00, 0.02, 0.00], [0.10, 0.11, -0.11], [-0.01, 0.01, 0.01], [0.00, 0.00, 0.00], [-0.02, 0.00, 0.00], [-0.01, 0.01, -0.01], [-0.01, 0.01, 0.00], [0.01, -0.02, 0.01], [0.01, 0.00, -0.01], [-0.03, 0.02, 0.00], [0.02, -0.01, 0.02], [-0.01, 0.00, 0.00], [0.00, 0.00, -0.01], [0.00, -0.02, 0.00], [0.01, -0.01, 0.00], [0.00, 0.01, 0.00], [0.00, -0.01, -0.01], [-0.02, 0.01, 0.01], [0.01, 0.00, -0.01], [0.00, 0.00, 0.00], [0.00, 0.00, -0.01], [0.00, 0.02, 0.00], [0.00, 0.00, 0.00], [0.05, 0.01, 0.00], [0.01, 0.02, -0.01], [0.00, 0.01, 0.00], [0.00, 0.00, 0.00], [0.01, -0.01, 0.01], [0.00, -0.01, 0.01], [0.00, 0.00, 0.00], [0.00, 0.00, -0.01], [0.00, 0.00, 0.01], [-0.01, 0.01, 0.00], [0.01, -0.01, 0.00], [-0.01, 0.00, 0.00], [0.01, 0.00, 0.00], [-0.01, 0.00, -0.01], [0.00, 0.00, -0.02], [-0.01, -0.02, 0.01], [0.05, 0.05, -0.04], [0.01, 0.08, 0.02], [0.00, 0.00, 0.03], [0.01, -0.01, 0.02], [0.00, 0.00, 0.00], [0.00, 0.00, 0.00], [0.00, 0.02, 0.01], [-0.01, -0.02, 0.03], [0.00, 0.00, 0.00], [0.00, -0.01, 0.00], [-0.01, 0.02, 0.01], [-0.01, -0.01, -0.01], [-0.03, 0.01, 0.00], [0.00, 0.02, -0.01], [0.05, 0.00, 0.02], [-0.22, -0.02, 0.07], [0.00, -0.01, -0.03], [0.01, 0.02, 0.00], [0.04, -0.01, -0.02], [0.00, 0.00, 0.00], [0.00, 0.00, 0.00], [0.00, 0.00, 0.00], [0.00, 0.00, 0.01], [0.01, -0.01, 0.01], [0.00, -0.03, -0.02], [0.00, 0.00, 0.00], [-0.01, -0.03, 0.00], [0.01, 0.00, -0.01], [0.00, -0.01, 0.01], [0.00, 0.00, 0.00], [-0.01, 0.00, 0.00], [0.01, -0.02, -0.01], [0.04, 0.01, -0.03], [0.05, 0.01, -0.02], [0.00, 0.00, 0.00], [0.00, 0.00, 0.00], [0.00, 0.00, 0.00], [0.00, 0.00, 0.00], [-0.01, -0.01, 0.01]]
}

---

[2]
{
  "formula": "C27H66N5O7",
  "method": "wB97M-V/def2-TZVPD",
  "charge": 1,
  "homo_ev": -11.53,
  "lumo_energy_ev": -2.968,
  "elements": ["C", "C", "C", "C", "C", "N", "C", "N", "N", "C", "C", "C", "N", "N", "O", "H", "H", "H", "H", "H", "H", "H", "H", "H", "H", "H", "H", "H", "H", "H", "H", "H", "H", "C", "C", "C", "O", "H", "H", "H", "H", "H", "H", "H", "H", "C", "C", "C", "O", "H", "H", "H", "H", "H", "H", "H", "H", "C", "C", "C", "O", "H", "H", "H", "H", "H", "H", "H", "H", "C", "C", "C", "O", "H", "H", "H", "H", "H", "H", "H", "H", "C", "C", "C", "O", "H", "H", "H", "H", "H", "H", "H", "H", "C", "C", "C", "O", "H", "H", "H", "H", "H", "H", "H", "H"],
  "positions_angstrom": [[-3.035662, -3.239860, 1.781994], [-3.712605, -2.262960, 2.795738], [-3.014452, -0.869447, 2.783802], [-4.074579, 0.243789, 2.416548], [-4.154755, 0.246691, 0.912709], [-4.325046, -0.813319, 0.141940], [-4.299819, -0.354054, -1.122603], [-4.428191, -1.166637, -2.198668], [-4.121290, 0.958669, -1.119164], [-4.003808, 1.855879, -2.278833], [-2.498706, 2.148457, -2.541086], [-1.676380, 2.891630, -1.504071], [-1.941866, 1.781640, -3.604058], [-4.049244, 1.338088, 0.165247], [-3.866022, 2.566465, 0.688913], [-1.966293, -3.041750, 1.643080], [-3.549874, -3.282004, 0.818050], [-3.111121, -4.250546, 2.212949], [-3.593453, -2.713502, 3.787298], [-4.767247, -2.213890, 2.501538], [-2.242053, -0.853723, 2.005745], [-2.604393, -0.579378, 3.755180], [-3.700075, 1.228498, 2.719921], [-5.045059, 0.047492, 2.880575], [-5.301007, -1.583273, -2.481916], [-3.620164, -1.450852, -2.733024], [-4.547539, 2.785726, -2.079327], [-4.362114, 1.302745, -3.149573], [-1.527268, 2.214711, -0.647681], [-2.286490, 3.720713, -1.117361], [-0.723275, 3.240607, -1.899480], [-2.622990, 1.278367, -4.182770], [-4.570796, 3.173162, 0.396063], [-0.065655, 4.176627, -6.366523], [1.426424, 4.205670, -6.078277], [2.148556, 3.067869, -6.782180], [1.640926, 4.110218, -4.669007], [-0.507941, 3.243091, -6.005424], [-0.571912, 4.992423, -5.846819], [-0.266790, 4.266910, -7.435572], [1.843831, 5.160765, -6.400763], [1.776788, 2.099057, -6.438748], [3.215648, 3.095299, -6.557894], [2.017961, 3.126402, -7.864709], [1.275165, 3.267123, -4.375635], [2.005887, -1.688567, 2.768322], [1.373018, -2.194780, 1.483887], [2.334498, -2.075920, 0.314885], [0.181058, -1.446403, 1.207992], [2.273279, -0.632889, 2.682287], [1.303054, -1.771109, 3.600668], [2.906108, -2.255345, 3.012736], [1.072360, -3.237096, 1.607100], [2.613532, -1.031238, 0.144552], [1.867844, -2.434288, -0.605197], [3.241571, -2.653295, 0.495047], [0.434877, -0.522740, 1.096850], [2.062108, -2.574710, -7.569930], [1.929510, -1.072388, -7.768570], [2.463500, -0.645602, -9.127204], [2.639228, -0.386489, -6.736936], [3.111554, -2.878674, -7.611092], [1.683450, -2.866060, -6.588810], [1.510937, -3.125394, -8.334133], [0.881028, -0.781543, -7.678784], [3.525909, -0.887784, -9.218070], [2.370005, 0.434211, -9.252945], [1.924303, -1.139096, -9.937552], [3.569410, -0.632496, -6.802195], [4.896344, -5.261314, 3.972621], [4.198223, -5.237714, 2.621758], [4.465478, -6.513366, 1.838408], [4.647027, -4.108511, 1.869302], [5.979865, -5.337781, 3.846297], [4.702910, -4.336987, 4.520044], [4.557140, -6.102762, 4.578727], [3.122921, -5.114755, 2.766709], [5.535142, -6.630153, 1.643680], [3.966042, -6.479063, 0.868929], [4.113338, -7.391946, 2.381169], [5.597243, -4.201693, 1.732581], [-4.486312, 4.868538, 5.171591], [-5.133470, 3.676766, 4.483613], [-6.623384, 3.901319, 4.269638], [-4.935712, 2.502894, 5.271977], [-4.929577, 5.032428, 6.156997], [-3.421573, 4.689114, 5.326407], [-4.604144, 5.779302, 4.581820], [-4.646748, 3.499746, 3.520358], [-7.135160, 4.034598, 5.225684], [-7.076095, 3.034392, 3.784042], [-6.806895, 4.782657, 3.651938], [-5.361417, 2.646339, 6.125516], [5.369483, 1.809520, 5.552268], [4.402902, 0.688703, 5.203077], [5.092295, -0.666942, 5.238329], [3.854311, 0.914091, 3.903164], [6.191364, 1.849483, 4.831843], [4.864526, 2.775852, 5.514878], [5.788922, 1.673799, 6.550396], [3.567123, 0.693427, 5.904601], [5.905170, -0.706352, 4.507559], [4.389758, -1.460510, 4.977794], [5.503670, -0.875934, 6.227263], [4.581899, 0.912921, 3.269990]],
  "atomic_forces_ev_per_a": [[-0.25, -0.66, 0.77], [1.35, -0.40, -0.75], [-1.66, 0.38, -0.23], [1.32, 0.01, -0.60], [-0.87, -0.45, 1.67], [-0.02, 0.26, -0.67], [-0.13, -1.78, 1.78], [0.20, 0.31, -1.49], [-0.10, 1.46, -2.08], [1.50, 0.24, 0.37], [0.21, 0.60, 0.47], [-1.18, -0.30, 0.36], [-0.30, -0.51, -0.65], [-0.40, -0.33, 1.18], [0.50, 0.75, -0.79], [-0.26, 0.13, -0.03], [0.20, 0.27, 0.11], [0.07, 0.17, -0.28], [-0.37, 0.23, -0.13], [0.14, 0.19, 0.47], [0.13, -0.01, 0.47], [0.11, -0.28, -0.21], [-0.30, -0.20, 0.12], [0.13, 0.08, -0.16], [0.02, 0.04, 0.46], [-0.05, 0.15, 0.19], [-0.11, -0.28, -0.17], [-0.42, 0.17, 0.35], [0.24, 0.24, -0.18], [0.43, 0.01, -0.08], [-0.21, -0.15, -0.03], [0.36, 0.07, -0.26], [-0.17, -0.40, 0.09], [-0.16, 0.19, 0.00], [-0.22, -0.60, -0.03], [0.13, 0.05, -0.02], [0.07, 0.28, 0.12], [0.09, -0.06, -0.07], [0.05, 0.04, -0.05], [-0.01, -0.02, 0.02], [0.04, 0.04, 0.21], [-0.06, 0.02, -0.06], [-0.02, 0.05, -0.04], [0.00, -0.02, 0.01], [0.05, 0.01, -0.10], [-0.18, -0.09, 0.17], [0.53, 0.48, 0.02], [-0.03, -0.16, -0.25], [-0.46, -0.14, -0.06], [0.11, -0.05, -0.04], [0.01, -0.06, -0.02], [0.02, 0.04, -0.06], [-0.22, 0.07, -0.07], [0.02, 0.01, 0.14], [-0.01, -0.05, 0.04], [-0.01, 0.02, 0.03], [0.15, -0.10, 0.06], [-0.18, -0.07, 0.14], [0.63, -0.29, -0.22], [-0.13, 0.19, -0.07], [-0.27, 0.13, 0.16], [0.00, 0.04, -0.12], [-0.04, 0.02, -0.03], [0.04, -0.01, 0.00], [0.06, 0.11, 0.14], [-0.04, -0.12, 0.02], [-0.06, -0.02, 0.01], [0.04, 0.00, -0.01], [-0.06, 0.01, -0.02], [-0.13, 0.15, 0.15], [0.65, -0.27, 0.03], [-0.19, -0.03, -0.15], [-0.26, 0.18, -0.02], [-0.02, -0.11, -0.06], [-0.05, -0.03, 0.00], [0.04, 0.01, 0.00], [0.02, 0.17, -0.10], [0.01, 0.00, 0.13], [-0.04, 0.00, 0.05], [0.04, 0.00, -0.01], [-0.06, -0.02, 0.02], [0.25, 0.02, -0.11], [-0.39, 0.29, 0.66], [-0.04, -0.12, -0.25], [0.16, -0.20, -0.36], [-0.11, 0.02, -0.07], [-0.01, 0.00, -0.06], [-0.01, 0.01, 0.05], [0.08, -0.17, 0.08], [0.07, 0.10, 0.01], [0.03, 0.02, -0.02], [-0.03, 0.01, 0.05], [0.05, -0.01, -0.04], [-0.12, 0.18, 0.09], [0.65, -0.04, -0.26], [-0.16, -0.17, 0.05], [-0.31, 0.07, 0.04], [0.03, -0.12, 0.04], [-0.03, -0.04, 0.05], [0.03, 0.01, -0.03], [-0.11, 0.03, -0.16], [0.05, 0.09, 0.06], [-0.02, 0.03, 0.05], [0.02, 0.00, -0.03], [-0.01, 0.00, 0.08]]
}